Below is a cluster of 18 separate species, C78H198N18O36 in total, with properties calculated with ωB97M-V/def2-TZVPD.

```
330
Properties=species:S:1:pos:R:3:forces:R:3
C 3.2468 -3.5979 -9.6883 0.600 0.619 0.694
O 3.0646 -2.2224 -9.3376 -0.251 0.009 -0.921
C 2.7651 -1.3320 -10.4314 -0.172 0.628 0.769
C 1.2680 -1.1666 -10.7704 1.165 -0.173 0.396
N 0.4772 -0.5811 -9.6699 0.084 -0.755 -0.893
C -0.5862 -1.4720 -9.1617 1.091 1.714 0.596
C -0.8187 -0.8827 -7.7221 -0.216 -1.835 -0.665
O 0.3901 -1.0058 -6.9517 -0.280 1.048 -0.953
C 0.8203 -2.3182 -6.6736 -0.118 -0.016 1.697
H 4.1678 -3.7517 -10.2506 -0.116 0.216 -0.680
H 2.3810 -4.0510 -10.1710 -0.007 0.011 -0.029
H 3.4997 -4.0963 -8.7525 -0.567 -0.137 0.147
H 3.3871 -1.4959 -11.3114 -0.138 -0.699 -0.223
H 3.0992 -0.3416 -10.1222 0.097 0.064 0.485
H 0.9342 -2.1490 -11.1047 -0.614 -0.087 0.180
H 1.2750 -0.5311 -11.6560 -0.286 0.177 -0.093
H 1.0489 -0.3886 -8.8599 0.555 0.004 -0.184
H -0.1902 -2.4861 -9.1081 -0.363 -0.369 0.169
H -1.3995 -1.3991 -9.8837 -0.453 -0.221 0.544
H -1.5826 -1.4366 -7.1766 -0.316 -0.141 -0.116
H -1.1429 0.1556 -7.7924 0.469 0.065 0.094
H -0.0365 -2.9501 -6.4393 -0.128 -0.284 -0.280
H 1.3367 -2.1984 -5.7212 0.154 -0.239 0.095
H 1.5346 -2.8189 -7.3272 -0.295 0.413 -0.712
C 4.6855 -2.6594 5.1821 -1.324 0.094 -0.233
O 3.3353 -2.4939 4.6243 1.828 -0.073 -0.689
C 3.4584 -1.9039 3.3076 -1.645 -0.346 -0.272
C 2.1196 -2.0928 2.5686 0.822 0.070 0.810
N 1.8706 -3.5096 2.4619 -0.428 0.623 -0.386
C 0.5526 -3.6913 1.8909 -0.615 -2.066 -0.301
C 0.0910 -5.1705 1.9257 0.776 0.362 -0.784
O 0.9954 -5.9886 1.1207 -0.790 0.036 1.257
C 0.5108 -7.3190 0.9695 0.123 0.149 -1.214
H 5.3492 -3.2366 4.5383 -0.218 -0.144 -0.265
H 4.5699 -3.1921 6.1260 0.014 0.232 -0.002
H 5.1448 -1.6797 5.3133 0.010 0.108 0.241
H 4.1532 -2.4552 2.6740 0.740 0.252 0.376
H 3.6193 -0.8316 3.4194 0.628 0.069 -0.179
H 2.0887 -1.6785 1.5608 0.400 0.376 0.023
H 1.3759 -1.5570 3.1584 -0.551 0.126 0.085
H 1.9705 -3.8681 3.4009 -0.367 -0.499 0.081
H 0.4712 -3.4181 0.8389 0.756 0.160 -0.193
H -0.2543 -3.0822 2.2983 0.065 0.125 0.584
H -0.9177 -5.1980 1.5136 -0.102 -0.157 -0.297
H -0.0117 -5.5475 2.9433 0.399 -0.207 0.272
H -0.3885 -7.2779 0.3550 -0.604 -0.149 0.370
H 0.3914 -7.9428 1.8553 -0.234 0.536 0.529
H 1.1769 -7.9047 0.3360 0.549 0.422 0.007
C -3.0712 -6.4654 3.2100 -0.709 0.431 0.618
O -4.0359 -6.4735 2.1722 0.784 -0.342 -0.878
C -4.0975 -7.7257 1.4605 -1.175 0.472 0.663
C -5.3522 -7.6824 0.5620 1.396 0.574 -0.648
N -4.9542 -6.9517 -0.6655 0.356 -0.916 0.266
C -6.0090 -6.7286 -1.5976 0.436 0.980 -1.365
C -5.4917 -5.9408 -2.8420 -0.718 -0.411 1.288
O -5.0360 -4.6409 -2.4106 -0.501 -1.822 -0.499
C -4.7289 -3.8436 -3.5077 1.524 1.295 -0.296
H -3.6429 -6.7094 4.1054 0.492 -0.508 0.422
H -2.6908 -5.4618 3.4005 -0.165 0.221 -0.431
H -2.1878 -7.0880 3.0681 -0.223 -0.379 -0.217
H -4.1625 -8.5592 2.1599 -0.199 -0.034 0.378
H -3.1819 -7.9020 0.8960 -0.042 0.224 -0.382
H -6.2382 -7.2343 1.0118 0.169 0.287 0.614
H -5.6662 -8.7063 0.3588 0.269 -0.095 -0.563
H -4.6114 -6.0227 -0.4667 0.365 -0.018 0.668
H -6.7455 -6.0693 -1.1381 -0.804 -0.284 -0.143
H -6.4091 -7.6735 -1.9652 -0.311 0.019 0.168
H -6.3377 -5.8830 -3.5269 -0.178 0.507 -0.148
H -4.7353 -6.5155 -3.3764 0.523 0.161 0.158
H -5.5760 -3.4813 -4.0901 -0.222 0.069 0.258
H -3.9853 -4.2231 -4.2085 -0.207 -1.164 -0.274
H -4.0846 -3.0446 -3.1408 -0.737 0.691 0.301
C -7.1480 -4.9012 2.4157 -0.469 0.588 0.387
O -7.1035 -3.6445 1.7763 0.025 0.660 -1.733
C -6.8721 -3.7021 0.3049 0.737 1.557 1.477
C -6.7976 -2.2321 -0.3084 -1.317 -1.609 0.857
N -8.0413 -1.5946 0.0727 -0.927 0.278 -0.025
C -8.2049 -0.1743 -0.1278 -0.719 0.440 0.267
C -9.4825 0.3770 0.5666 1.489 -0.608 0.957
O -9.3360 0.1829 1.9768 0.147 -0.887 -0.033
C -10.4573 0.6167 2.7268 0.998 0.707 -0.618
H -7.8241 -5.5961 1.9176 0.382 -0.353 -0.527
H -7.6624 -4.7524 3.3651 0.201 0.266 0.244
H -6.1428 -5.2676 2.6238 -0.058 -0.441 -0.320
H -7.6891 -4.2667 -0.1443 0.091 0.004 -0.130
H -5.8867 -4.1484 0.1715 -0.111 -0.409 -0.290
H -6.7954 -2.3690 -1.3898 0.315 0.080 -0.101
H -5.9229 -1.6659 0.0116 0.360 -0.184 0.054
H -8.2180 -1.7380 1.0567 0.096 -0.328 0.189
H -8.2913 0.1688 -1.1588 0.037 -0.573 -0.439
H -7.3428 0.3710 0.2561 0.221 0.410 0.337
H -10.4090 -0.1309 0.2987 0.006 0.178 -0.694
H -9.4571 1.4524 0.3907 -0.592 0.237 -0.305
H -10.1653 0.5246 3.7729 -0.272 0.103 -0.044
H -11.4026 0.1142 2.5222 0.074 -0.416 -0.122
H -10.5551 1.6557 2.4121 -0.584 0.450 0.622
C -7.1128 4.1804 -2.0680 -0.319 -0.795 -0.453
O -6.7391 5.1139 -1.0576 -0.334 -0.653 -1.091
C -7.3444 4.8665 0.2076 0.364 0.202 0.521
C -6.6711 3.7020 0.9369 0.594 0.066 -0.445
N -5.2219 3.9123 1.0136 0.050 1.046 0.683
C -4.7175 4.8615 2.0357 0.396 -0.703 -0.245
C -3.2020 4.9092 1.8719 0.113 0.985 -0.781
O -2.8621 5.4411 0.5787 0.300 0.412 0.229
C -1.4590 5.4365 0.3166 -0.096 0.056 -0.938
H -8.1818 4.1161 -2.2709 -0.427 0.264 0.637
H -6.7848 3.1556 -1.8944 0.109 -0.175 0.642
H -6.7366 4.3332 -3.0795 0.721 1.118 0.339
H -8.4242 4.7272 0.1550 -0.147 0.003 -0.276
H -7.1281 5.7883 0.7477 -0.270 0.053 0.164
H -6.7153 2.8317 0.2819 -0.708 -0.391 0.336
H -7.0825 3.5090 1.9276 -0.234 -0.124 -0.134
H -5.0951 4.4676 0.1795 0.757 -0.268 -0.709
H -4.9108 4.5169 3.0515 -0.159 -0.289 0.043
H -5.1535 5.8577 1.9608 0.041 0.241 -0.119
H -2.7738 3.9091 1.9399 0.051 -0.204 0.357
H -2.7629 5.6087 2.5832 0.041 -0.305 0.487
H -0.7489 5.9251 0.9839 -0.486 -0.427 1.319
H -1.2126 6.0694 -0.5360 -0.836 -0.232 -0.612
H -1.1664 4.4151 0.0731 0.413 -0.045 0.208
C 1.7991 -0.7005 7.1269 -1.137 0.426 0.176
O 0.7463 0.2942 7.0416 0.654 -0.739 0.486
C -0.1857 0.0606 5.9950 0.345 1.313 0.126
C -1.1205 1.3249 5.8670 1.998 -0.567 -0.048
N -0.3151 2.4133 5.2705 -1.363 -0.465 -1.631
C -1.1929 3.5213 4.9629 0.048 1.320 0.431
C -0.4982 4.7859 4.4479 0.177 -0.512 0.959
O 0.3114 5.3471 5.5080 -0.081 -2.203 -0.223
C 1.1258 6.3661 5.0732 -0.133 1.459 -1.144
H 2.4121 -0.4861 8.0024 -0.119 0.255 -0.081
H 2.4301 -0.7603 6.2401 -0.084 0.197 -0.227
H 1.3475 -1.6810 7.2780 -0.022 -0.223 -0.041
H -0.6834 -0.9089 6.0159 -0.447 -0.014 0.820
H 0.4324 -0.0265 5.1014 -0.250 0.335 -0.740
H -1.5542 1.7681 6.7634 0.068 -0.856 0.806
H -1.9831 1.0043 5.2830 0.194 0.387 -0.701
H 0.5520 2.6599 5.7261 -0.488 -0.117 0.539
H -1.7822 3.8420 5.8220 -0.225 -0.053 0.555
H -1.9390 3.2445 4.2180 0.033 -0.316 -0.302
H -1.1800 5.5778 4.1377 -0.439 -0.114 -0.026
H -0.0072 4.4237 3.5446 1.085 0.540 -0.035
H 1.7423 6.8574 5.8260 -0.518 -0.338 0.561
H 0.4177 7.0712 4.6379 0.316 0.967 -0.151
H 1.8403 6.1477 4.2796 0.037 -0.750 -0.248
C 3.7721 -2.7357 -4.3784 -0.383 -0.043 -0.566
O 2.6189 -3.1883 -3.6767 0.512 0.231 -0.905
C 2.8589 -3.7931 -2.4199 -0.720 0.741 -0.201
C 1.5118 -4.3221 -1.9233 1.127 -0.879 -1.491
N 1.2308 -5.6366 -2.5877 -1.185 0.064 1.074
C -0.2262 -5.9981 -2.4065 1.551 0.794 -0.639
C -1.1295 -5.5217 -3.5689 0.414 -1.994 -0.237
O -0.7260 -6.1768 -4.8515 0.299 1.018 1.878
C -1.6070 -5.8657 -5.8918 -0.471 0.176 -0.169
H 3.6441 -2.9397 -5.4415 -0.224 -0.191 -0.071
H 4.7138 -3.2151 -4.1110 -0.065 -0.133 0.482
H 3.8858 -1.6524 -4.3366 0.071 0.170 0.455
H 3.1957 -3.0185 -1.7310 0.275 0.094 0.297
H 3.6408 -4.5421 -2.5454 -0.130 -0.361 0.343
H 0.7270 -3.6268 -2.2211 0.026 0.570 0.246
H 1.6173 -4.3448 -0.8386 -0.516 -0.776 0.013
H 1.3329 -5.5696 -3.5903 0.515 0.374 -0.165
H -0.4752 -5.4658 -1.4885 -0.679 -0.258 0.037
H -0.3014 -7.0728 -2.2404 -0.197 0.016 -0.149
H -1.1660 -4.4337 -3.6245 0.109 0.113 -0.424
H -2.1118 -5.9288 -3.3295 -0.436 0.322 -0.072
H -2.5743 -6.3525 -5.7668 -0.249 -0.142 0.182
H -1.2193 -6.2023 -6.8533 0.345 -0.044 0.174
H -1.8001 -4.7948 -5.9542 0.045 0.265 -0.052
C 1.2882 5.5364 -2.0304 -0.557 -0.199 -0.236
O 1.9063 5.4797 -0.7831 0.476 -0.340 0.558
C 2.8708 6.4787 -0.5856 0.633 -0.071 0.792
C 3.3967 6.3634 0.8532 0.547 -0.021 -0.299
N 4.0335 7.5883 1.2919 -0.032 1.109 -0.208
C 4.7654 7.3909 2.5356 -0.840 -0.068 0.619
C 5.3131 8.6080 3.2571 -0.149 0.057 0.414
O 4.2335 9.4796 3.5954 0.167 0.113 -1.227
C 4.6143 10.5918 4.3625 -0.565 -0.003 0.690
H 1.8284 5.0353 -2.8337 0.476 0.122 -0.056
H 1.1160 6.5841 -2.2771 -0.270 0.061 -0.363
H 0.3535 4.9826 -1.9431 -0.124 0.208 -0.042
H 2.4504 7.4642 -0.7856 -0.221 0.279 0.167
H 3.7400 6.3906 -1.2375 0.005 -0.198 -0.432
H 4.2120 5.6434 0.9234 -0.395 -0.636 -0.290
H 2.5826 6.0533 1.5084 -0.210 -0.194 0.205
H 3.2749 8.2251 1.4896 0.107 0.573 0.017
H 5.5582 6.6684 2.3416 0.037 0.059 0.213
H 4.0523 6.9978 3.2602 0.062 -0.755 0.348
H 6.1682 9.0209 2.7220 -0.291 0.855 -0.386
H 5.7165 8.3365 4.2326 0.329 -0.732 0.048
H 5.3301 11.2552 3.8773 0.188 -0.144 -0.061
H 4.9422 10.2670 5.3500 0.718 -0.118 0.071
H 3.7264 11.1677 4.6233 -0.197 0.022 -0.530
C 4.8045 -0.8142 0.1938 -0.329 0.506 -1.233
O 5.9059 -0.3198 -0.5580 1.092 -0.778 0.309
C 5.9994 -0.8332 -1.8760 -0.553 0.989 -1.047
C 6.6944 0.1817 -2.8710 -1.268 -0.519 0.491
N 5.8500 1.3907 -3.0796 0.062 -0.656 1.152
C 5.4463 2.1183 -1.8682 -0.650 1.978 -0.342
C 4.9417 3.5381 -2.3412 1.331 -0.968 -0.457
O 6.1502 4.1909 -2.8257 -1.048 0.014 0.186
C 5.9337 5.4433 -3.4571 0.189 -0.061 0.371
H 3.9446 -0.4357 -0.3588 -0.734 0.264 0.478
H 4.8515 -0.4354 1.2148 0.043 0.085 -0.214
H 4.6362 -1.8910 0.1820 0.675 -0.378 0.109
H 4.9889 -1.0121 -2.2436 -0.493 0.351 -0.215
H 6.4047 -1.8403 -1.9734 0.800 -0.033 0.493
H 6.7426 -0.3025 -3.8463 -0.081 -0.277 -0.017
H 7.7392 0.3088 -2.5879 0.072 0.575 0.432
H 6.2750 2.0779 -3.6856 0.391 -0.197 -0.120
H 6.2299 2.2947 -1.1312 0.276 -0.156 -0.116
H 4.6307 1.6607 -1.3083 -0.047 -0.314 -0.188
H 4.3896 4.1497 -1.6276 0.406 -0.089 0.575
H 4.2346 3.3808 -3.1557 0.014 0.016 -0.496
H 6.9159 5.8610 -3.6782 -0.029 -0.160 -0.223
H 5.4503 6.1663 -2.8002 -0.210 -0.033 0.272
H 5.3282 5.3657 -4.3601 0.015 -0.156 -0.186
C -7.6663 0.3701 6.3159 -0.107 1.233 -1.078
O -6.3963 0.7516 5.8365 0.512 -0.515 -0.865
C -6.2007 0.5831 4.4178 0.778 -0.303 0.546
C -4.7468 0.9586 4.1523 0.306 1.399 -0.394
N -4.3587 0.9931 2.7607 0.476 -1.981 -0.050
C -4.5338 -0.3218 2.0694 0.629 1.275 -0.910
C -4.0258 -1.5919 2.7824 0.148 0.397 1.310
O -2.6144 -1.4575 3.1241 -0.497 0.429 -0.723
C -2.0528 -2.4415 3.9562 -0.271 -0.041 0.145
H -7.8934 -0.6737 6.0990 0.040 -0.182 0.540
H -8.3745 0.9834 5.7589 -0.615 -0.092 -0.144
H -7.7584 0.7368 7.3382 0.186 -0.731 0.151
H -6.8558 1.1894 3.7922 -0.238 0.538 0.238
H -6.3557 -0.4214 4.0241 -0.350 -0.535 0.618
H -3.9758 0.3607 4.6383 -0.569 -0.563 0.525
H -4.6278 1.9440 4.6027 0.173 0.271 -0.119
H -4.3351 1.8261 2.1901 -0.504 -0.129 0.243
H -4.0013 -0.2877 1.1189 0.247 0.298 0.026
H -5.5509 -0.3428 1.6779 -0.460 -1.009 0.624
H -4.2353 -2.5036 2.2228 0.233 0.085 -0.617
H -4.5717 -1.7619 3.7104 -0.093 0.143 0.362
H -1.9693 -3.4188 3.4808 -0.556 -0.246 -0.094
H -2.5929 -2.4857 4.9019 -0.239 -0.319 0.125
H -1.0163 -2.2195 4.2101 -0.013 0.644 -0.225
C 13.8607 0.4066 0.2337 0.587 0.202 1.005
O 13.0113 0.5204 1.3425 -1.205 0.006 0.595
C 11.8784 1.3912 1.1300 1.035 -1.050 -0.052
C 10.7837 1.1152 2.1983 1.127 0.848 -1.422
N 10.1248 -0.1111 1.8487 -0.288 0.511 0.242
C 8.8147 -0.1661 2.4570 -0.907 -1.046 -1.155
C 7.9949 -1.2801 1.7643 1.232 0.673 0.968
O 8.4249 -2.5401 2.3092 -0.307 1.459 -0.172
C 7.5491 -3.5691 1.9768 0.298 -1.027 0.338
H 14.6315 -0.2847 0.5743 0.133 -0.007 -0.313
H 14.3167 1.3873 0.0986 0.222 0.070 -0.661
H 13.4057 0.0153 -0.6763 -0.311 0.131 -0.057
H 11.5465 1.1346 0.1240 -0.936 -0.175 0.061
H 12.2295 2.4114 0.9755 0.033 0.456 0.844
H 10.1115 1.9688 2.1102 -0.453 -0.107 -0.161
H 11.0901 1.1374 3.2441 0.749 0.084 0.060
H 10.7407 -0.8893 2.0363 -0.245 -0.237 0.200
H 8.3242 0.7763 2.2131 -0.097 0.071 -0.061
H 8.7449 -0.2683 3.5399 0.313 -0.194 0.325
H 8.2291 -1.1800 0.7045 -0.149 -0.338 -0.179
H 6.9317 -1.0881 1.9087 -0.150 -0.330 0.199
H 6.6044 -3.1823 1.5945 -0.052 -0.276 -0.180
H 7.3808 -4.1821 2.8622 -0.359 0.137 0.291
H 8.0494 -4.2737 1.3125 -0.267 0.127 -0.680
C -2.6288 -3.7732 -0.2425 -1.019 1.250 0.370
O -1.8838 -2.6085 0.0972 0.023 -1.910 1.407
C -1.8378 -1.5977 -0.8243 1.538 1.352 -0.438
C -0.8087 -0.5463 -0.1971 -2.210 -0.713 0.201
N -1.6307 0.1581 0.7907 0.550 1.280 0.010
C -0.9115 0.8482 1.9142 -0.321 -1.438 -0.681
C 0.1066 1.9109 1.5693 -0.554 0.770 -0.496
O 1.3974 1.4498 1.3695 1.016 -0.644 0.164
C 2.3302 2.3351 0.6857 -0.981 -2.005 0.827
H -2.4072 -4.1705 -1.2330 0.587 -0.384 0.164
H -3.6904 -3.5342 -0.3063 -0.381 0.352 -0.162
H -2.6026 -4.4330 0.6247 0.559 -0.387 -0.429
H -2.8289 -1.1590 -0.9403 -0.150 0.348 -0.283
H -1.4898 -2.0095 -1.7717 0.069 0.173 -0.482
H -0.3989 0.1801 -0.8988 0.241 -0.258 -0.185
H -0.0600 -1.1597 0.3041 0.599 0.031 -0.269
H -2.2061 -0.5411 1.2380 0.230 0.000 0.210
H -0.4697 0.0102 2.4535 0.629 0.307 0.662
H -1.6838 1.2731 2.5553 -0.019 0.024 -0.017
H 0.1182 2.6482 2.3720 -0.116 0.165 0.229
H -0.1831 2.4272 0.6541 -0.506 0.249 -0.256
H 3.2230 1.7475 0.8997 0.536 0.753 -0.467
H 2.3625 3.3438 1.0974 -0.039 0.024 -0.043
H 2.0614 2.2864 -0.3695 0.247 0.527 -0.149
C -3.3282 2.2077 -0.8072 -0.509 0.967 0.455
N -4.2371 1.5551 -1.7472 1.593 -0.350 -1.121
O -4.1606 1.8944 -2.9259 -0.397 0.270 0.443
O -4.8069 0.5755 -1.3641 -1.395 -0.874 0.303
H -2.3485 1.8081 -1.0690 0.002 0.292 0.262
H -3.6449 1.9629 0.2067 0.347 -0.134 -0.364
H -3.4748 3.2754 -0.9701 0.587 -0.005 -0.024
C 3.3371 1.7453 4.6277 0.835 -0.896 -0.551
N 3.2140 3.0849 5.2204 -1.283 1.319 -1.048
O 3.8618 4.0109 4.7116 -0.244 -1.104 0.977
O 2.3087 3.2341 6.0301 1.618 0.175 -0.049
H 3.6849 1.8236 3.5977 -0.444 0.381 -0.050
H 2.3862 1.2198 4.7151 0.159 0.202 0.078
H 4.1618 1.2009 5.0879 -0.211 0.063 0.568
C 6.8841 4.1499 2.5382 -0.067 1.280 0.602
N 6.0214 3.1343 1.9329 -0.634 -0.674 -1.446
O 6.0370 2.0587 2.5204 -0.559 0.501 -0.719
O 5.3926 3.3863 0.8792 1.270 -0.451 2.481
H 7.8542 3.7226 2.7918 -0.076 -0.016 -0.549
H 6.4519 4.4392 3.4961 -0.348 -0.279 0.027
H 6.8817 5.0607 1.9393 0.377 -0.451 -0.268
C 2.6429 0.7872 -3.5674 -1.515 -0.481 -0.117
N 1.6767 1.9285 -3.4945 0.329 2.015 1.193
O 1.8340 2.7360 -4.4149 -1.329 -0.605 1.605
O 0.8787 2.0408 -2.4991 2.089 -0.388 -3.196
H 3.1116 0.8344 -4.5503 -0.064 0.001 0.333
H 1.8932 -0.0017 -3.5059 0.727 -0.846 0.104
H 3.3737 0.7755 -2.7587 -0.376 0.217 -0.015
C -6.5849 1.3894 -4.6547 1.424 0.656 2.567
N -7.0809 0.3454 -5.4884 -1.726 -1.914 -2.662
O -7.1459 0.6658 -6.6785 -0.029 -0.532 0.855
O -7.4367 -0.7801 -5.0778 0.921 2.409 -0.010
H -7.3095 2.1178 -4.2908 -0.625 -0.396 -0.547
H -5.7974 1.9517 -5.1565 -0.143 -0.403 -0.143
H -6.1828 0.9190 -3.7574 0.117 0.039 -0.140
C -1.3243 0.4195 -4.3073 -1.608 -0.055 -0.488
N -2.5412 -0.4136 -4.7821 0.397 -1.901 0.593
O -2.6097 -1.6138 -4.5220 1.080 0.428 0.513
O -3.4047 0.1026 -5.4267 -0.152 1.610 -0.536
H -0.7744 0.6097 -5.2291 0.171 0.008 0.232
H -0.7516 -0.0760 -3.5233 -0.286 -0.246 -0.306
H -1.8307 1.3144 -3.9458 0.418 0.147 0.006
```
Positions in Å, forces in eV/Å.

Properties
orbital gap = 7.69 eV
E_HOMO = -8.109 eV
charge = 0